{
  "formula": "C13H40O8V",
  "method": "wB97M-V/def2-TZVPD",
  "e_lumo_ha": [-0.031, -0.032],
  "e_above_lowest_kcal_mol": 0.0,
  "homo_energy_ev": [-8.649, -9.214],
  "multiplicity": 4,
  "homo_lumo_gap_ev": [7.801, 8.340],
  "symbols": ["V", "C", "O", "H", "H", "H", "O", "H", "C", "C", "O", "H", "H", "H", "H", "H", "H", "C", "C", "O", "H", "H", "H", "H", "H", "H", "C", "C", "O", "H", "H", "H", "H", "H", "H", "C", "C", "O", "H", "H", "H", "H", "H", "H", "C", "C", "O", "H", "H", "H", "H", "H", "H", "C", "C", "O", "H", "H", "H", "H", "H", "H"],
  "coordinates": [[6.76527, 10.57077, -12.81314], [3.71965, 10.58495, -13.40005], [4.85998, 11.35255, -13.15314], [2.85222, 11.23247, -13.59109], [3.84651, 9.91632, -14.26845], [3.45911, 9.94257, -12.54310], [6.22413, 8.70754, -12.40503], [5.45493, 8.37517, -12.87882], [5.19928, 14.30354, -15.95521], [3.88873, 14.37849, -15.19765], [4.05738, 14.15436, -13.81210], [5.62540, 13.29884, -15.88061], [5.96206, 14.92424, -15.47370], [5.10946, 14.61715, -16.99497], [3.19056, 13.64832, -15.62684], [3.47728, 15.38281, -15.30528], [4.28458, 13.21921, -13.65773], [2.69956, 8.05633, -9.99327], [3.86704, 8.81556, -9.40194], [5.11708, 8.20142, -9.75068], [1.75230, 8.30228, -9.50902], [2.85018, 6.98119, -9.87689], [2.62817, 8.24626, -11.06815], [3.84295, 8.79373, -8.31073], [3.86727, 9.86464, -9.71593], [5.23304, 8.38352, -10.69972], [0.59943, 13.62979, -13.30404], [0.14459, 13.77922, -14.73061], [-1.16793, 13.20148, -14.84356], [0.75221, 12.58502, -13.03002], [-0.18821, 14.00167, -12.64451], [1.53848, 14.14331, -13.09878], [0.82292, 13.23453, -15.40139], [0.11339, 14.82990, -15.03591], [-1.55660, 13.46394, -15.68205], [5.87615, 9.83039, -17.10646], [6.90056, 10.53928, -16.26182], [6.96384, 9.95055, -14.93310], [5.84205, 10.28388, -18.09953], [4.88127, 9.92098, -16.66944], [6.12015, 8.77669, -17.24361], [6.73332, 11.60267, -16.14982], [7.87855, 10.39148, -16.73146], [7.38837, 9.08806, -15.00214], [1.75954, 12.25964, -10.29246], [2.96983, 13.16757, -10.35075], [4.15623, 12.39605, -10.53064], [1.83248, 11.60514, -9.41924], [1.70116, 11.61718, -11.17365], [0.79212, 12.75937, -10.19498], [3.07168, 13.69363, -9.40231], [2.88207, 13.87548, -11.18006], [4.21510, 12.16792, -11.47531], [3.45978, 6.63732, -13.92096], [4.50328, 6.48538, -14.99531], [5.43859, 5.44061, -14.69368], [2.81554, 7.49317, -14.12604], [3.92349, 6.91038, -12.96783], [2.92792, 5.69754, -13.79477], [5.11736, 7.39292, -15.07959], [4.04003, 6.27233, -15.96569], [6.19640, 5.52568, -15.27609]]
}


{
  "formula": "C13H41ClN13O6",
  "method": "wB97M-V/def2-TZVPD",
  "e_lumo_ha": -0.141,
  "homo_energy_ev": -11.530,
  "charge": 1,
  "multiplicity": 1,
  "homo_lumo_gap_ev": 7.688,
  "symbols": ["C", "C", "C", "C", "C", "C", "C", "N", "Cl", "H", "H", "H", "H", "H", "H", "H", "H", "H", "H", "H", "H", "H", "H", "H", "H", "H", "C", "O", "N", "N", "H", "H", "H", "H", "C", "O", "N", "N", "H", "H", "H", "H", "C", "O", "N", "N", "H", "H", "H", "H", "C", "O", "N", "N", "H", "H", "H", "H", "C", "O", "N", "N", "H", "H", "H", "H", "C", "O", "N", "N", "H", "H", "H", "H"],
  "coordinates": [[-1.87038, 0.10412, 1.59810], [-1.34740, 1.03138, 0.48849], [-1.11899, 0.34547, -0.87507], [0.35410, 0.12943, -1.29884], [0.87836, -1.31782, -1.19086], [1.44241, -1.80084, 0.16129], [2.26877, -0.79526, 0.94952], [1.48541, -0.29284, 2.13683], [1.63028, -1.30849, 3.53388], [-1.50861, 0.34904, 2.60537], [-1.58320, -0.93586, 1.40385], [-2.95667, 0.12866, 1.68333], [-0.40625, 1.52256, 0.78781], [-2.02786, 1.87190, 0.34793], [-1.62746, -0.62488, -0.90710], [-1.61532, 0.96298, -1.62649], [0.44714, 0.40303, -2.35249], [0.98862, 0.86341, -0.78267], [1.63319, -1.48791, -1.96416], [0.03492, -1.97602, -1.42017], [0.63408, -2.17233, 0.80652], [2.08111, -2.66909, -0.01931], [3.18143, -1.21440, 1.37336], [2.52147, 0.10159, 0.37508], [0.47668, -0.25078, 1.90840], [1.79097, 0.63927, 2.41861], [-1.49929, -3.86197, -3.46037], [-1.61547, -2.92515, -2.67214], [-2.52292, -4.26566, -4.24768], [-0.32436, -4.53502, -3.61769], [-2.43414, -4.97776, -4.94862], [-3.39796, -3.77840, -4.17918], [0.45768, -4.24900, -3.06038], [-0.20917, -5.28685, -4.27124], [-1.79646, 1.72888, 6.06594], [-2.79277, 1.76015, 6.75370], [-1.03169, 2.83652, 5.82243], [-1.36320, 0.56379, 5.47517], [-0.20434, 2.83497, 5.25914], [-1.33531, 3.69785, 6.23884], [-1.92501, -0.25605, 5.63581], [-0.55526, 0.47300, 4.88779], [-2.33692, -3.14185, 3.76934], [-1.43007, -2.35666, 3.51680], [-2.83882, -3.99028, 2.82979], [-2.90702, -3.21593, 4.99972], [-3.58518, -4.63483, 3.01212], [-2.44549, -3.95117, 1.90787], [-2.55896, -2.61268, 5.72324], [-3.65565, -3.84668, 5.21806], [1.56764, 3.70058, -1.82693], [0.90529, 3.29323, -0.87651], [2.55219, 4.61960, -1.71949], [1.32169, 3.24378, -3.09450], [3.08478, 4.92534, -2.51209], [2.80372, 4.98450, -0.81446], [0.56308, 2.59995, -3.21041], [1.81464, 3.57342, -3.90296], [-2.52579, -1.36947, -6.61802], [-2.95711, -2.47368, -6.90324], [-2.10516, -1.06228, -5.35320], [-2.43353, -0.36335, -7.53680], [-1.75336, -0.16425, -5.08368], [-2.17462, -1.79321, -4.66778], [-2.74405, -0.56516, -8.46912], [-2.09368, 0.55403, -7.32106], [5.13383, 4.35166, 1.25466], [4.60446, 4.99029, 0.36322], [4.44161, 3.36844, 1.92495], [6.41363, 4.55571, 1.65720], [4.82891, 2.84398, 2.68575], [3.48640, 3.25458, 1.64061], [6.93226, 5.27682, 1.18924], [6.85415, 4.03996, 2.39494]]
}


no.,F_max (hartree/bohr),electronic energy (eV)
1,0.065,-56194.97591
2,0.007,-58323.79243